[1]
DFT (ωB97M-V/def2-TZVPD) results for 8 unconnected molecules or ions with the total composition C47H74F3N2O22.

Properties
- charge = +1
- frontier orbital gap (hartree) = 0.2813
- HOMO energy (eV) = -11.75
- relative energy (zero: lowest compared OMol25 entry of this formula, charge and spin) (eV) = 0.000

Each line ends with the Mulliken charge.
Cartesian coordinates (Å):
C: -4.843 4.767 5.951  -1.23
C: -4.548 4.258 4.539  -0.56
C: -4.545 2.731 4.467  0.15
C: -3.829 2.188 3.229  -0.91
C: -4.407 0.881 2.690  -0.42
C: -3.512 0.220 1.627  -0.07
C: -3.239 -1.277 1.859  -0.75
C: -3.115 -2.065 0.557  0.64
C: -2.520 -3.463 0.756  -1.54
C: -0.989 -3.435 0.671  0.14
C: -0.459 -3.811 -0.707  -0.63
C: 1.073 -3.687 -0.840  -0.28
C: 1.471 -2.737 -1.975  -0.85
C: 0.941 -1.342 -1.754  1.08
C: 0.930 -0.802 -0.476  -0.56
C: 0.423 0.489 -0.279  -0.74
N: -0.085 1.209 -1.243  -1.04
N: -0.086 0.672 -2.462  1.25
C: -0.734 1.564 -3.432  -0.86
C: -2.274 1.414 -3.581  -0.22
O: -2.941 2.561 -3.128  -0.63
C: -2.898 0.203 -2.877  0.66
F: -2.406 -0.964 -3.354  -0.31
F: -4.214 0.183 -3.042  -0.31
F: -2.642 0.229 -1.556  -0.06
C: 0.423 -0.528 -2.790  0.70
C: 0.406 -0.940 -4.227  -1.68
C: 1.657 -0.465 -5.008  -1.08
C: 2.963 -0.373 -4.212  0.33
C: 4.196 -0.401 -5.122  -0.66
C: 4.331 -1.649 -6.010  -0.88
C: 3.809 -2.954 -5.404  -0.99
H: -5.659 4.198 6.404  0.30
H: -3.972 4.672 6.603  0.23
H: -5.142 5.816 5.950  0.40
H: -3.576 4.635 4.205  0.36
H: -5.304 4.657 3.856  0.37
H: -4.033 2.351 5.356  0.04
H: -5.566 2.346 4.519  0.20
H: -3.844 2.948 2.438  0.24
H: -2.773 2.020 3.475  0.40
H: -4.581 0.213 3.535  0.04
H: -5.390 1.112 2.268  0.28
H: -3.959 0.347 0.636  0.10
H: -2.559 0.760 1.611  0.12
H: -4.042 -1.702 2.466  0.48
H: -2.307 -1.385 2.426  0.15
H: -4.106 -2.138 0.097  0.59
H: -2.497 -1.490 -0.145  -0.71
H: -2.929 -4.162 0.022  0.40
H: -2.818 -3.847 1.735  0.46
H: -0.550 -4.119 1.404  0.44
H: -0.638 -2.434 0.951  -0.03
H: -0.946 -3.178 -1.462  -0.04
H: -0.771 -4.835 -0.919  0.51
H: 1.495 -3.337 0.101  -0.40
H: 1.500 -4.662 -1.078  0.86
H: 1.110 -3.161 -2.912  0.13
H: 2.561 -2.676 -2.059  0.58
H: 1.331 -1.353 0.367  0.43
H: 0.418 0.957 0.697  0.61
H: -0.558 2.573 -3.065  0.65
H: -0.217 1.479 -4.383  0.03
H: -2.516 1.334 -4.642  0.57
H: -2.654 2.793 -2.235  0.40
H: -0.477 -0.554 -4.731  0.45
H: 0.312 -2.024 -4.268  0.77
H: 1.764 -1.115 -5.875  0.62
H: 1.457 0.533 -5.414  0.16
H: 2.968 0.585 -3.680  0.46
H: 3.051 -1.169 -3.471  -0.30
H: 4.182 0.493 -5.750  0.24
H: 5.084 -0.332 -4.495  0.29
H: 5.398 -1.783 -6.203  0.41
H: 3.881 -1.478 -6.992  0.41
H: 4.033 -3.020 -4.335  0.20
H: 4.258 -3.815 -5.898  0.46
H: 2.725 -3.068 -5.510  0.21
C: 6.922 3.069 -3.947  -0.35
C: 8.126 3.446 -4.795  -0.16
O: 8.599 2.152 -5.217  -0.35
C: 7.582 1.282 -5.172  0.63
O: 7.587 0.175 -5.609  -0.51
O: 6.511 1.831 -4.541  -0.26
H: 6.111 3.789 -3.994  0.31
H: 7.187 2.881 -2.905  0.24
H: 7.861 4.027 -5.678  0.17
H: 8.911 3.962 -4.252  0.29
C: 4.672 -5.169 2.109  -0.32
C: 5.475 -4.088 2.814  -0.32
O: 4.829 -2.890 2.342  -0.32
C: 3.580 -3.200 1.977  0.67
O: 2.728 -2.390 1.740  -0.68
O: 3.394 -4.526 1.938  -0.31
H: 4.543 -6.079 2.686  0.30
H: 5.069 -5.409 1.122  0.27
H: 5.372 -4.124 3.898  0.25
H: 6.525 -4.064 2.542  0.31
C: 2.474 -0.079 5.737  -0.33
C: 2.751 -1.177 4.724  -0.13
O: 3.500 -2.116 5.499  -0.25
C: 3.203 -1.935 6.812  0.57
O: 3.533 -2.665 7.685  -0.52
O: 2.478 -0.803 6.970  -0.33
H: 1.515 0.415 5.608  0.30
H: 3.269 0.668 5.767  0.26
H: 1.839 -1.664 4.374  0.18
H: 3.340 -0.863 3.867  0.24
C: -5.889 -2.698 -4.665  -0.29
C: -5.141 -3.220 -3.449  0.26
O: -5.862 -4.410 -3.141  -0.35
C: -6.491 -4.844 -4.265  0.54
O: -7.029 -5.891 -4.379  -0.50
O: -6.405 -3.900 -5.235  -0.35
H: -5.260 -2.191 -5.391  0.27
H: -6.723 -2.050 -4.391  0.31
H: -4.107 -3.486 -3.681  0.12
H: -5.162 -2.544 -2.598  0.00
C: -7.660 -0.675 5.246  -0.36
C: -7.917 -0.910 6.725  -0.39
O: -6.588 -0.869 7.265  -0.36
C: -5.805 -0.161 6.432  0.57
O: -4.697 0.198 6.685  -0.58
O: -6.448 0.093 5.271  -0.20
H: -8.438 -0.108 4.745  0.33
H: -7.471 -1.601 4.701  0.27
H: -8.500 -0.110 7.180  0.26
H: -8.372 -1.870 6.950  0.31
C: 8.802 7.607 -9.210  -0.32
C: 8.262 6.244 -9.613  -0.29
O: 8.450 5.484 -8.411  -0.30
C: 8.506 6.337 -7.366  0.67
O: 8.501 6.001 -6.223  -0.50
O: 8.574 7.610 -7.794  -0.34
H: 8.281 8.445 -9.664  0.28
H: 9.873 7.701 -9.388  0.26
H: 7.197 6.271 -9.843  0.25
H: 8.803 5.774 -10.429  0.28
C: -3.073 1.465 10.129  -0.29
C: -3.609 2.243 8.941  0.37
O: -4.595 3.080 9.557  -0.31
C: -4.290 3.225 10.867  0.66
O: -4.818 3.987 11.607  -0.53
O: -3.295 2.374 11.212  -0.34
H: -2.014 1.228 10.067  0.31
H: -3.642 0.553 10.315  0.26
H: -2.846 2.882 8.490  0.17
H: -4.073 1.623 8.182  -0.24



[2]
DFT (ωB97M-V/def2-TZVPD) results for 7 unconnected molecules or ions with the total composition C47H75BF21NO13S2.

Properties
- charge = 0
- SMILES string = CCCCCCCCN(CCCCCCCC)C(=S)SCCCBC[C@H](O)C(F)(F)F.CCOC(=O)C(F)(F)F.CCOC(=O)C(F)(F)F.CCOC(=O)C(F)(F)F.CCOC(=O)C(F)(F)F.CCOC(=O)C(F)(F)F.CCOC(=O)C(F)(F)F
- frontier orbital gap (hartree) = 0.2943
- HOMO energy (eV) = -7.93

Each line ends with the Mulliken charge.
Cartesian coordinates (Å):
C: -1.516 6.888 3.319  -1.07
C: -2.422 6.889 2.081  -0.47
C: -1.643 6.950 0.767  -1.17
C: -0.798 5.703 0.377  0.28
C: 0.695 6.027 0.373  -0.88
C: 1.609 5.067 -0.381  -1.24
C: 1.638 3.591 0.067  0.34
C: 0.903 2.726 -0.947  -1.56
N: 0.879 1.288 -0.628  0.78
C: -0.341 0.658 -1.215  -1.27
C: -1.518 0.612 -0.248  -0.94
C: -1.280 -0.368 0.891  0.98
C: -2.553 -0.929 1.547  -1.13
C: -2.584 -0.799 3.063  -0.35
C: -2.414 0.629 3.599  -0.21
C: -1.580 0.684 4.876  -0.87
C: -0.081 0.476 4.615  -0.71
C: 2.062 0.620 -0.932  0.19
S: 3.378 1.280 -1.632  -0.27
S: 2.140 -1.138 -0.556  -0.36
C: 2.288 -1.185 1.263  0.04
C: 3.186 -2.353 1.651  -0.84
C: 4.624 -2.353 1.081  -0.91
B: 5.340 -0.960 1.097  0.08
C: 6.188 -0.421 2.330  -0.57
C: 5.419 0.424 3.337  -0.39
O: 4.237 -0.213 3.789  -0.54
C: 5.051 1.805 2.831  0.54
F: 4.479 2.556 3.814  -0.28
F: 6.174 2.464 2.407  -0.29
F: 4.174 1.754 1.793  -0.07
H: -1.963 7.425 4.145  0.38
H: -0.569 7.375 3.082  0.34
H: -1.272 5.874 3.632  0.20
H: -3.080 7.754 2.133  0.40
H: -3.030 5.984 2.083  0.28
H: -0.953 7.789 0.875  0.38
H: -2.319 7.185 -0.052  0.38
H: -1.118 5.403 -0.619  0.33
H: -1.009 4.907 1.091  0.04
H: 1.022 6.164 1.404  0.22
H: 0.802 6.998 -0.117  0.47
H: 1.366 5.100 -1.445  0.48
H: 2.624 5.453 -0.286  0.37
H: 2.662 3.256 0.188  0.18
H: 1.123 3.484 1.023  0.19
H: -0.134 3.062 -0.935  0.53
H: 1.278 2.884 -1.959  0.15
H: -0.648 1.268 -2.066  0.30
H: -0.126 -0.330 -1.601  0.97
H: -2.434 0.377 -0.784  0.57
H: -1.578 1.609 0.196  0.00
H: -0.642 0.098 1.638  -0.68
H: -0.711 -1.208 0.494  0.34
H: -3.431 -0.443 1.120  0.48
H: -2.605 -1.986 1.297  0.22
H: -1.795 -1.424 3.482  0.07
H: -3.544 -1.176 3.415  0.44
H: -3.398 1.042 3.801  0.43
H: -1.948 1.275 2.854  -0.07
H: -1.926 -0.088 5.562  0.30
H: -1.716 1.659 5.337  0.44
H: 0.230 -0.548 4.809  0.26
H: 0.185 0.742 3.594  -0.06
H: 0.505 1.109 5.278  0.45
H: 2.633 -0.223 1.628  0.04
H: 1.305 -1.361 1.684  0.37
H: 2.693 -3.252 1.272  0.36
H: 3.186 -2.445 2.734  0.35
H: 4.546 -2.698 0.050  0.38
H: 5.199 -3.109 1.622  0.35
H: 5.246 -0.275 0.127  -0.09
H: 6.563 -1.283 2.885  0.16
H: 7.040 0.140 1.949  0.49
H: 6.066 0.598 4.199  0.64
H: 4.451 -0.706 4.580  0.33
C: -0.124 -6.693 -1.037  -1.34
C: 0.438 -5.601 -0.156  -0.10
O: -0.584 -5.032 0.692  -0.13
C: -0.874 -5.699 1.792  0.11
O: -0.396 -6.719 2.182  -0.54
C: -1.930 -4.907 2.584  1.13
F: -2.916 -4.473 1.796  -0.26
F: -1.357 -3.841 3.147  -0.25
F: -2.471 -5.648 3.545  -0.29
H: -0.964 -6.316 -1.619  0.32
H: 0.645 -7.049 -1.721  0.40
H: -0.475 -7.536 -0.442  0.33
H: 0.801 -4.765 -0.751  0.22
H: 1.260 -5.961 0.461  0.38
C: 9.255 -2.842 1.884  -0.84
C: 9.867 -4.220 1.765  -0.37
O: 9.259 -4.970 0.695  -0.31
C: 9.708 -4.711 -0.521  0.33
O: 10.559 -3.936 -0.829  -0.52
C: 8.983 -5.616 -1.539  0.92
F: 7.673 -5.647 -1.306  -0.23
F: 9.457 -6.860 -1.444  -0.26
F: 9.186 -5.178 -2.768  -0.24
H: 8.174 -2.918 1.999  0.06
H: 9.667 -2.318 2.746  0.46
H: 9.453 -2.248 0.992  0.32
H: 9.681 -4.808 2.660  0.34
H: 10.944 -4.171 1.611  0.35
C: -5.775 -5.050 3.491  -0.80
C: -6.523 -6.095 2.697  -0.31
O: -7.935 -5.798 2.630  -0.32
C: -8.296 -4.913 1.720  0.33
O: -7.595 -4.337 0.946  -0.51
C: -9.828 -4.735 1.758  0.93
F: -10.269 -4.619 3.009  -0.25
F: -10.415 -5.795 1.201  -0.26
F: -10.181 -3.654 1.084  -0.24
H: -6.212 -4.939 4.484  0.36
H: -4.733 -5.332 3.596  0.07
H: -5.820 -4.078 2.999  0.32
H: -6.465 -7.067 3.181  0.34
H: -6.124 -6.198 1.689  0.34
C: 1.996 1.884 -6.090  -1.02
C: 1.892 0.399 -6.353  -0.07
O: 0.741 -0.170 -5.693  -0.32
C: -0.413 -0.040 -6.317  0.37
O: -0.624 0.475 -7.373  -0.55
C: -1.515 -0.711 -5.472  0.81
F: -1.385 -0.370 -4.191  -0.15
F: -1.416 -2.038 -5.568  -0.27
F: -2.716 -0.349 -5.890  -0.25
H: 2.013 2.079 -5.017  0.14
H: 2.911 2.276 -6.532  0.40
H: 1.148 2.419 -6.517  0.33
H: 2.746 -0.129 -5.937  0.36
H: 1.845 0.179 -7.418  0.19
C: -1.181 -0.757 -11.826  -1.07
C: 0.026 -0.889 -12.729  -0.23
O: 1.134 -0.104 -12.238  -0.33
C: 1.848 -0.653 -11.275  0.36
O: 1.692 -1.722 -10.770  -0.52
C: 2.993 0.300 -10.878  0.95
F: 2.559 1.551 -10.750  -0.25
F: 3.948 0.280 -11.808  -0.28
F: 3.517 -0.083 -9.723  -0.24
H: -1.454 0.291 -11.706  0.30
H: -2.026 -1.293 -12.257  0.38
H: -0.979 -1.167 -10.838  0.31
H: -0.180 -0.491 -13.719  0.32
H: 0.338 -1.927 -12.838  0.32
C: -8.828 4.750 4.860  -1.09
C: -8.499 5.670 6.015  -0.22
O: -7.072 5.780 6.207  -0.31
C: -6.445 6.628 5.413  0.33
O: -6.919 7.316 4.564  -0.52
C: -4.944 6.641 5.764  0.96
F: -4.478 5.409 5.927  -0.26
F: -4.751 7.311 6.902  -0.28
F: -4.253 7.232 4.804  -0.23
H: -8.366 3.774 5.008  0.30
H: -9.907 4.620 4.784  0.37
H: -8.463 5.158 3.918  0.31
H: -8.875 5.269 6.953  0.31
H: -8.923 6.663 5.875  0.32



[3]
DFT (ωB97M-V/def2-TZVPD) results for 7 unconnected molecules or ions with the total composition C47H77F18IN3O14.

Properties
- charge = -1
- frontier orbital gap (hartree) = 0.2065
- HOMO energy (eV) = -4.28

Each line ends with the Mulliken charge.
Cartesian coordinates (Å):
C: -4.188 3.438 -14.997  -0.95
C: -5.624 4.171 -14.619  -0.44
C: -5.560 4.822 -13.087  -0.64
C: -6.480 3.932 -12.024  -0.62
C: -6.033 4.340 -10.501  -0.54
C: -5.561 2.980 -9.690  -0.40
C: -6.859 2.422 -8.839  -0.62
C: -6.600 0.997 -8.066  -0.52
C: -5.078 0.894 -7.394  -0.23
C: -5.235 0.268 -5.887  -0.64
C: -3.986 -0.754 -5.458  -0.46
C: -4.444 -1.447 -4.042  -0.60
C: -4.008 -3.041 -3.900  -0.56
C: -3.928 -3.416 -2.311  -0.86
N: -2.731 -2.939 -1.548  0.74
C: -3.068 -3.127 -0.089  -0.77
C: -3.104 -4.729 0.392  0.25
N: -3.398 -4.705 1.878  -0.61
C: -1.414 -3.534 -1.965  0.13
C: -0.209 -3.391 -0.810  -0.77
C: 0.009 -1.751 -0.547  -0.26
N: 1.322 -1.235 -1.114  -0.62
C: -1.506 -5.045 -2.614  -0.52
C: -0.113 -5.891 -2.661  -0.43
C: 0.171 -6.869 -1.377  -0.65
I: -0.233 -7.167 -4.479  -0.08
C: -0.769 -2.591 -3.196  0.07
O: 0.245 -2.977 -3.975  -0.70
O: -1.289 -1.206 -3.448  -0.72
H: -4.299 2.745 -15.951  0.29
H: -3.782 2.757 -14.126  0.24
H: -3.378 4.250 -15.246  0.25
H: -5.807 5.051 -15.376  0.27
H: -6.486 3.384 -14.723  0.31
H: -5.951 5.934 -13.201  0.27
H: -4.436 4.884 -12.770  0.36
H: -6.426 2.776 -12.220  0.34
H: -7.605 4.266 -12.155  0.20
H: -7.000 4.745 -9.942  0.30
H: -5.179 5.158 -10.502  0.38
H: -5.111 2.141 -10.403  0.24
H: -4.696 3.309 -8.970  0.23
H: -7.153 3.233 -8.044  0.25
H: -7.736 2.234 -9.616  0.20
H: -6.740 0.088 -8.817  0.24
H: -7.461 0.877 -7.264  0.32
H: -4.389 0.163 -8.007  0.24
H: -4.546 1.931 -7.287  0.20
H: -5.275 1.160 -5.114  0.17
H: -6.233 -0.332 -5.768  0.30
H: -3.040 -0.059 -5.238  0.16
H: -3.737 -1.540 -6.300  0.30
H: -3.985 -0.894 -3.091  0.20
H: -5.632 -1.379 -3.950  0.37
H: -4.932 -3.653 -4.343  0.26
H: -3.085 -3.344 -4.546  0.34
H: -4.876 -2.859 -1.839  0.43
H: -4.193 -4.571 -2.167  0.18
H: -4.162 -2.737 0.196  0.34
H: -2.372 -2.510 0.660  0.27
H: -4.030 -5.287 -0.114  0.23
H: -2.147 -5.324 0.084  -0.18
H: -2.699 -4.152 2.421  0.21
H: -3.562 -5.656 2.274  0.23
H: 0.842 -3.749 -1.203  0.23
H: -0.430 -3.988 0.166  0.25
H: 0.115 -1.659 0.639  -0.04
H: -0.930 -1.116 -0.834  0.29
H: 1.622 -1.840 -1.935  0.33
H: 2.077 -1.411 -0.387  0.30
H: -1.892 -4.975 -3.741  0.37
H: -2.310 -5.744 -2.075  0.07
H: 0.863 -5.237 -2.817  0.54
H: 1.351 -7.046 -1.351  0.29
H: -0.288 -7.949 -1.570  0.16
H: -0.107 -6.420 -0.333  0.21
C: 0.761 0.968 2.302  -1.05
C: 2.147 1.380 2.763  -0.41
O: 2.158 1.624 4.178  0.00
C: 2.249 0.517 4.982  -0.05
O: 2.316 -0.633 4.555  -0.56
C: 2.298 0.922 6.453  1.16
F: 1.362 1.862 6.773  -0.26
F: 3.505 1.454 6.800  -0.25
F: 2.085 -0.124 7.301  -0.28
H: 0.018 1.712 2.605  0.21
H: 0.731 0.858 1.215  0.43
H: 0.460 0.017 2.754  0.34
H: 2.430 2.319 2.276  0.33
H: 2.903 0.635 2.490  0.39
C: 3.787 0.140 10.221  -0.98
C: 4.618 -0.513 9.132  -0.02
O: 5.974 -0.690 9.567  -0.36
C: 6.216 -1.779 10.366  0.35
O: 5.348 -2.577 10.712  -0.52
C: 7.699 -1.873 10.714  0.85
F: 8.227 -0.675 11.098  -0.24
F: 8.449 -2.298 9.658  -0.24
F: 7.952 -2.741 11.735  -0.24
H: 4.249 1.077 10.547  0.31
H: 2.775 0.347 9.865  0.23
H: 3.717 -0.504 11.104  0.38
H: 4.649 0.141 8.254  0.16
H: 4.184 -1.466 8.807  0.32
C: 1.171 6.758 7.015  -1.25
C: 2.043 6.807 5.773  0.03
O: 1.612 5.830 4.814  -0.18
C: 0.535 6.178 4.038  0.27
O: -0.054 7.251 4.131  -0.55
C: 0.216 5.073 3.035  0.87
F: 0.216 3.831 3.600  -0.22
F: 1.121 5.027 2.016  -0.24
F: -1.007 5.221 2.451  -0.26
H: 1.148 5.746 7.429  0.19
H: 1.545 7.447 7.778  0.44
H: 0.137 7.030 6.782  0.36
H: 3.075 6.556 6.042  0.06
H: 2.060 7.809 5.329  0.37
C: 7.129 6.659 0.786  -1.13
C: 6.084 5.664 1.259  -0.14
O: 6.252 5.379 2.656  -0.31
C: 5.730 6.300 3.528  0.37
O: 5.149 7.322 3.174  -0.53
C: 5.937 5.850 4.972  0.90
F: 7.203 5.399 5.208  -0.25
F: 5.100 4.831 5.318  -0.20
F: 5.717 6.847 5.877  -0.26
H: 8.136 6.301 1.023  0.30
H: 7.052 6.817 -0.293  0.38
H: 7.009 7.625 1.287  0.31
H: 6.213 4.717 0.723  0.33
H: 5.067 6.015 1.052  0.27
C: 2.890 -12.259 -5.635  -1.09
C: 3.518 -11.754 -4.349  -0.21
O: 2.532 -11.121 -3.519  -0.28
C: 1.742 -11.959 -2.772  0.30
O: 1.840 -13.183 -2.789  -0.54
C: 0.776 -11.156 -1.905  0.94
F: 0.161 -10.150 -2.593  -0.19
F: 1.402 -10.566 -0.848  -0.25
F: -0.225 -11.918 -1.378  -0.26
H: 2.365 -11.448 -6.151  0.29
H: 3.652 -12.670 -6.303  0.37
H: 2.149 -13.039 -5.434  0.31
H: 4.271 -10.994 -4.583  0.32
H: 4.029 -12.557 -3.805  0.31
C: 1.965 5.167 13.377  -1.11
C: 2.837 5.216 12.135  -0.22
O: 2.406 4.238 11.175  -0.23
C: 1.330 4.586 10.400  0.20
O: 0.740 5.660 10.493  -0.54
C: 1.010 3.482 9.396  1.03
F: 1.010 2.239 9.961  -0.25
F: 1.915 3.435 8.377  -0.17
F: -0.213 3.630 8.812  -0.27
H: 1.943 4.154 13.791  0.29
H: 2.339 5.855 14.140  0.38
H: 0.931 5.438 13.144  0.31
H: 3.869 4.965 12.403  0.32
H: 2.855 6.218 11.691  0.30



What did we get for total energy? Answer: -106111.929, -157479.515, -140129.917 eV, in the order shown.
What did we get for max |F|? Answer: 0.49, 1.41, 7.63 eV/Å, in the order shown.
What did we get for LUMO energy? Answer: -4.10, 0.08, 1.34 eV, in the order shown.